Entry from OMol25: an isolated ion of composition C5H12O2PS and charge -1 at a distorted geometry (ωB97M-V with the def2-TZVPD basis set).

Each line ends with the Löwdin charge.
Geometry (Å):
1 C -1.36809 0.26780 -1.28743  -0.11
2 C -1.29609 -0.00472 1.14270  -0.13
3 C -0.50632 2.09597 -0.05451  -0.16
4 C 1.80371 -2.28634 0.11298  -0.25
5 C -0.64523 0.60057 -0.04610  -0.71
6 O 1.76987 0.35974 -1.39874  -0.38
7 O 0.64642 -1.51316 -0.00676  -0.39
8 P 1.16487 0.12386 -0.08087  0.14
9 S 2.26469 0.49154 1.52731  0.17
10 H -1.37719 1.01779 -2.13980  0.09
11 H -0.86708 -0.53187 -1.80101  0.06
12 H -2.44747 0.02179 -1.01227  0.10
13 H -0.50332 -0.45599 1.76848  0.05
14 H -1.89615 -0.93862 1.01697  0.08
15 H -1.94382 0.54705 1.87891  0.09
16 H 0.18540 2.52790 0.81785  0.09
17 H 0.19973 2.28393 -0.86061  0.06
18 H -1.44046 2.63902 -0.08227  0.07
19 H 1.35609 -3.27811 0.39912  0.09
20 H 2.48702 -1.75653 0.87552  0.00
21 H 2.41340 -2.21162 -0.76948  0.05

Forces on atoms 1 to 3 (eV/Å):
-1.8 -0.3 -2.4
-0.6 -2.1 3.2
2.4 1.8 2.5

Energy = -29601.059 eV
Net charge = -1
Energy above the lowest of the compared OMol25 structures with the same formula, charge and spin = 0.654 eV
Multiplicity = 1
SMILES string = CO[P@]([O-])(=S)C(C)(C)C

Entry from OMol25: a 2-piece molecular cluster, C4H12 overall at a distorted geometry (ωB97M-V with the def2-TZVPD basis set).

Each line ends with the Löwdin charge.
Geometry (Å):
1 C -2.51388 -1.03502 -0.62403  -0.15
2 C -1.48107 -0.81883 0.49030  -0.17
3 H -2.15346 -1.89329 -1.15756  0.05
4 H -3.48590 -1.26040 -0.22415  0.06
5 H -2.45354 -0.16639 -1.24995  0.06
6 H -1.63830 0.07080 1.06999  0.05
7 H -1.32347 -1.68676 1.14938  0.07
8 H -0.51073 -0.63725 -0.02471  0.04
9 C 1.50322 1.54653 0.07612  -0.17
10 C 2.31549 0.24664 0.16140  -0.16
11 H 1.88976 2.08422 -0.79433  0.06
12 H 0.46432 1.30064 -0.17856  0.04
13 H 1.53662 2.24658 0.90160  0.06
14 H 3.10343 0.36560 -0.62944  0.07
15 H 1.74325 -0.65007 0.01840  0.04
16 H 3.00426 0.28702 1.01554  0.06

Forces on atoms 1 to 3 (eV/Å):
1.2 -0.3 1.2
1.1 -0.3 -0.7
-0.1 -0.4 -0.7

Energy = -4341.988 eV
Energy above the lowest of the compared OMol25 structures with the same formula, charge and spin = 0.541 eV
Multiplicity = 1
SMILES string = CC.CC

Entry from OMol25: C37H74BrClNO11PSi as an isolated structure at a distorted geometry (ωB97M-V with the def2-TZVPD basis set).

Each line ends with the Löwdin charge.
Geometry (Å):
1 N 1.00246 3.25605 -5.06025  0.19
2 C 0.64850 4.31824 -5.34811  -0.48
3 O 0.21238 5.53216 -5.34811  -0.19
4 Si -1.19160 5.68128 -4.37203  0.05
5 Cl -2.46455 4.17025 -4.83340  0.36
6 P -0.76792 5.56528 -2.13897  0.35
7 O -1.17382 4.05309 -1.76326  -0.48
8 Br 1.44623 5.54245 -2.15083  0.35
9 H -1.81924 6.95429 -4.73485  -0.03
10 H -0.87917 3.35821 -2.37586  0.01
11 C 0.60324 -0.68252 -1.83976  -0.14
12 C 0.69819 -0.32015 -3.32633  -0.13
13 C -0.25405 0.85687 -3.41557  -0.20
14 O -0.20164 1.52283 -2.14215  -0.20
15 C 0.48642 0.69729 -1.19595  -0.18
16 H 1.45978 -1.24149 -1.46616  0.09
17 H -0.29668 -1.27481 -1.65067  0.11
18 H 1.71287 0.00439 -3.56202  0.10
19 H 0.43294 -1.13311 -3.99736  0.10
20 H -1.28533 0.52123 -3.59223  0.12
21 H 0.00885 1.57622 -4.17691  0.06
22 H 1.47579 1.12641 -1.00624  0.12
23 H -0.07331 0.69453 -0.25726  0.10
24 C -3.19426 0.55972 -1.08507  -0.15
25 C -3.50427 1.87912 -0.37771  -0.15
26 C -4.48665 1.43107 0.70184  -0.19
27 O -4.10732 0.09319 1.04063  -0.17
28 C -3.18641 -0.41711 0.07788  -0.20
29 H -2.24790 0.56763 -1.61511  0.08
30 H -3.99191 0.31144 -1.78964  0.12
31 H -2.59617 2.27464 0.08272  0.10
32 H -3.91020 2.64638 -1.03361  0.11
33 H -5.52041 1.42865 0.33984  0.12
34 H -4.43674 2.04885 1.59970  0.11
35 H -2.19239 -0.45814 0.54223  0.11
36 H -3.47784 -1.43189 -0.19888  0.11
37 C -4.69231 -0.79476 3.97973  -0.17
38 C -5.63614 -1.00535 5.16560  -0.16
39 C -4.68186 -0.82808 6.34543  -0.20
40 O -3.67698 0.09470 5.91636  -0.14
41 C -3.76700 0.28536 4.50331  -0.21
42 H -5.18961 -0.50870 3.06025  0.10
43 H -4.12312 -1.70743 3.78551  0.10
44 H -6.40013 -0.22549 5.17719  0.11
45 H -6.13826 -1.97139 5.16814  0.11
46 H -4.19885 -1.77664 6.60703  0.11
47 H -5.16700 -0.43260 7.23793  0.11
48 H -4.17316 1.28567 4.31120  0.12
49 H -2.77419 0.22512 4.05590  0.11
50 C -3.23003 -4.80915 3.48740  -0.17
51 C -4.00756 -4.50761 2.20608  -0.16
52 C -2.90770 -4.56245 1.15594  -0.21
53 O -1.94594 -5.50239 1.63110  -0.16
54 C -2.20745 -5.83039 2.99908  -0.20
55 H -3.85002 -5.17885 4.30178  0.11
56 H -2.71664 -3.90776 3.83073  0.10
57 H -4.74857 -5.28770 2.02156  0.12
58 H -4.51863 -3.54607 2.21600  0.10
59 H -2.41684 -3.58703 1.04997  0.11
60 H -3.26327 -4.87716 0.17450  0.12
61 H -2.60091 -6.85105 3.04571  0.12
62 H -1.27224 -5.79552 3.55881  0.11
63 C 1.34804 -4.03225 1.73693  -0.15
64 C 1.38093 -3.65168 3.21885  -0.17
65 C 2.47799 -2.59165 3.24006  -0.20
66 O 2.42842 -1.94175 1.97021  -0.14
67 C 1.59940 -2.68268 1.07367  -0.21
68 H 0.40904 -4.48575 1.42227  0.10
69 H 2.15973 -4.72518 1.50754  0.12
70 H 0.42510 -3.21235 3.51470  0.11
71 H 1.59054 -4.48805 3.88338  0.11
72 H 3.46604 -3.04726 3.36728  0.12
73 H 2.33983 -1.84574 4.02329  0.11
74 H 0.66022 -2.13376 0.92877  0.11
75 H 2.10240 -2.76361 0.10960  0.11
76 C -1.19339 -4.90614 -6.08333  -0.17
77 C -2.20625 -4.31545 -5.09926  -0.17
78 C -1.28793 -3.72137 -4.03736  -0.21
79 O -0.09739 -3.32205 -4.71706  -0.16
80 C -0.08139 -3.86426 -6.03911  -0.20
81 H -1.58914 -5.05395 -7.08606  0.11
82 H -0.82824 -5.86651 -5.71572  0.11
83 H -2.78540 -3.52745 -5.58419  0.11
84 H -2.90165 -5.04600 -4.69076  0.11
85 H -1.02798 -4.46368 -3.27499  0.12
86 H -1.71786 -2.85082 -3.53798  0.11
87 H -0.26597 -3.05628 -6.75514  0.12
88 H 0.90579 -4.28074 -6.23653  0.12
89 C -0.16235 1.89080 2.77899  -0.17
90 C -0.06788 2.28204 4.25605  -0.16
91 C 1.12284 3.23518 4.23762  -0.20
92 O 1.10952 3.86973 2.95782  -0.15
93 C 0.19873 3.20001 2.08570  -0.20
94 H -1.14381 1.51734 2.48523  0.09
95 H 0.57876 1.12201 2.54800  0.11
96 H -0.97389 2.80834 4.56225  0.11
97 H 0.07557 1.43570 4.92479  0.11
98 H 2.06671 2.69100 4.35184  0.12
99 H 1.07061 4.00087 5.01161  0.12
100 H -0.68634 3.83127 1.94544  0.12
101 H 0.67490 3.05707 1.11494  0.11
102 C 4.75377 5.04395 1.63545  -0.16
103 C 5.99271 5.77635 1.11288  -0.17
104 C 5.99164 5.36864 -0.35660  -0.21
105 O 4.62324 5.18892 -0.71806  -0.18
106 C 3.80222 5.17290 0.45233  -0.25
107 H 4.34442 5.46779 2.54990  0.11
108 H 4.98669 3.99438 1.82157  0.11
109 H 5.85910 6.85564 1.20689  0.11
110 H 6.91398 5.50227 1.62339  0.11
111 H 6.52455 4.42302 -0.50556  0.11
112 H 6.43419 6.11977 -1.01112  0.12
113 H 3.23478 6.10882 0.49511  0.11
114 H 3.09506 4.34754 0.37631  0.10
115 C 4.48748 0.67207 -2.67542  -0.17
116 C 5.95338 1.00467 -2.96272  -0.16
117 C 6.60809 -0.36832 -2.84734  -0.21
118 O 5.62547 -1.31596 -3.26462  -0.14
119 C 4.34802 -0.68641 -3.35505  -0.22
120 H 3.78583 1.41097 -3.05967  0.11
121 H 4.32697 0.57592 -1.59924  0.11
122 H 6.05748 1.39002 -3.97849  0.11
123 H 6.38058 1.73396 -2.27725  0.11
124 H 6.89285 -0.58552 -1.81192  0.12
125 H 7.49151 -0.47620 -3.47697  0.11
126 H 4.08668 -0.57434 -4.41346  0.12
127 H 3.60160 -1.32562 -2.88244  0.10

Forces on atoms 1 to 3 (eV/Å):
0.2 0.2 -0.8
0.4 -0.1 1.2
-0.5 -0.1 -0.5

Energy = -163312.293 eV
Multiplicity = 1

Entry from OMol25: a 6-piece molecular cluster, H12O5S2 overall at a distorted geometry (ωB97M-V with the def2-TZVPD basis set).

Each line ends with the Mulliken spin population.
Geometry (Å):
1 S -3.96594 -0.37508 0.96072  0.50
2 S -4.24361 -0.11971 -1.02446  0.48
3 H -3.66293 -1.68033 0.80527  0.01
4 H -3.03551 -0.64360 -1.40678  0.01
5 H 2.08762 -0.92224 0.18154  0.00
6 H 1.28697 0.09974 0.81856  0.00
7 O 1.21222 -0.84987 0.59475  0.00
8 H 4.43977 0.47548 -2.35594  0.00
9 H 4.15224 -0.86921 -1.74406  0.00
10 O 4.53828 -0.01352 -1.53097  0.00
11 H 1.53026 0.78068 2.76699  0.00
12 H 0.50144 1.78169 2.25181  0.00
13 O 1.35925 1.41140 2.06320  0.00
14 H -0.72552 -1.08266 -1.77107  0.00
15 H -0.23182 -1.15488 -0.32257  0.00
16 O -1.04906 -1.01963 -0.86475  0.00
17 H -1.27919 0.65685 -0.03144  0.00
18 H -1.80939 2.03571 0.17785  0.00
19 O -1.10506 1.48917 0.43136  0.01

Forces on atoms 1 to 3 (eV/Å):
-0.5 -0.2 -0.9
0.4 0.5 0.5
0.6 0.0 0.3

Energy = -32094.126 eV
<S²> = 0.755
Net charge = +1
Energy above the lowest of the compared OMol25 structures with the same formula, charge and spin = 0.173 eV
Multiplicity = 2

Entry from OMol25: one molecule with the formula C3H5IN4O2 at a distorted geometry (ωB97M-V with the def2-TZVPD basis set).

Each line ends with the Mulliken spin population.
Geometry (Å):
1 C 1.08185 -0.75381 -1.36649  0.07
2 C 1.93860 0.93731 -2.91430  0.63
3 C -0.97416 0.06267 1.19355  0.01
4 N 0.39627 -0.22128 -0.48524  0.27
5 N 1.45605 -0.26520 -2.65067  0.11
6 N 0.01226 0.58616 0.36951  0.56
7 N 1.44384 -1.30283 -3.63550  0.01
8 O 0.70164 -2.22121 -3.33111  0.05
9 O 2.00548 -1.02672 -4.64725  0.02
10 I 0.79189 2.10664 -4.30652  0.16
11 H 1.56714 -1.66509 -1.25836  0.02
12 H 1.99403 1.57554 -2.01908  0.02
13 H -0.87933 0.65324 2.13349  0.02
14 H -2.09268 0.34796 0.79634  0.04
15 H -0.85363 -1.12650 1.29437  0.00

Forces on atoms 1 to 3 (eV/Å):
0.2 0.7 -0.7
-0.7 2.5 -0.1
-3.7 -0.9 1.4

Energy = -21338.584 eV
<S²> = 2.015
Energy above the lowest of the compared OMol25 structures with the same formula, charge and spin = 0.212 eV
Multiplicity = 3

Entry from OMol25: a 2-piece molecular cluster, C20H16Cl3N3O2 overall at a distorted geometry (ωB97M-V with the def2-TZVPD basis set).

Each line ends with the Löwdin charge.
Geometry (Å):
1 C -5.09594 -1.55980 2.37368  -0.06
2 O -4.08921 -0.78481 1.68296  -0.08
3 C -2.79494 -1.22445 1.78098  -0.24
4 C -1.79443 -0.34714 1.29409  0.05
5 C -0.46000 -0.73274 1.38695  -0.03
6 C -0.07966 -1.93359 2.00310  -0.21
7 N 1.29784 -2.24783 2.16879  0.03
8 C 2.32143 -1.35182 2.14731  -0.63
9 N 3.47261 -2.01148 2.22099  -0.10
10 C 4.77512 -1.34426 2.13728  0.00
11 C 3.19596 -3.36420 2.47848  0.00
12 C 1.86037 -3.50869 2.47636  0.02
13 C -1.06324 -2.79590 2.45868  -0.02
14 C -2.41686 -2.47421 2.32699  0.00
15 H -6.04357 -1.06290 2.15332  0.10
16 H -5.12046 -2.59273 1.99562  0.09
17 H -4.90234 -1.55752 3.45862  0.10
18 H -2.06781 0.63292 0.87844  0.14
19 H 0.29716 -0.04653 1.00557  0.08
20 H 4.61948 -0.26081 2.13637  0.06
21 H 5.38153 -1.59714 3.01075  0.11
22 H 5.29748 -1.63661 1.21292  0.11
23 H 3.98788 -4.06987 2.69344  0.14
24 H 1.26675 -4.39350 2.62119  0.13
25 H -0.81816 -3.74754 2.92704  0.11
26 H -3.19237 -3.14557 2.70621  0.11
27 Cl 2.23976 0.28242 2.38388  0.95
28 C 1.47111 4.18138 2.90003  -0.66
29 Cl 1.69948 3.51443 1.33284  0.60
30 C 0.13768 4.04512 3.53239  -0.43
31 O -0.66920 3.18533 3.19604  -0.04
32 C -0.09429 5.12603 4.56911  -0.16
33 C 1.03445 5.70057 5.22999  -0.20
34 C 0.77756 6.79792 6.09022  -0.05
35 C -0.50360 7.32868 6.14692  -0.08
36 C -1.56170 6.63389 5.49833  -0.16
37 N -1.34880 5.50316 4.81637  0.11
38 C 2.33458 5.19639 4.91065  -0.70
39 Cl 3.65111 5.49674 5.94610  0.63
40 C 2.53854 4.45377 3.72747  -0.18
41 H 1.57823 7.24979 6.66851  0.09
42 H -0.73881 8.24860 6.68315  0.09
43 H -2.56788 7.09188 5.51328  0.10
44 H 3.53278 4.17151 3.39817  0.09

Forces on atoms 1 to 3 (eV/Å):
0.4 0.2 -0.2
0.5 -0.8 0.4
0.0 0.1 0.0

Energy = -67128.631 eV
Energy above the lowest of the compared OMol25 structures with the same formula, charge and spin = 4.792 eV
Multiplicity = 1